The following is a DFT calculation (wB97M-V/def2-TZVPD) of a 6-piece molecular cluster, C20H46ClO8P3 overall in a non-equilibrium geometry.

The spin multiplicity is 1. The calculation puts the total energy at -2875.80090 Ha. As for the SMILES: CC[C@H](Cl)[PH2](CC)PP(=O)(O)O.CC(C)=O.CC(C)=O.CC(C)=O.CC(C)=O.CC(C)=O. Its net charge is 0. Its frontier orbital gap is 0.318 hartree. The value obtained for the maximum force is 3.316 eV/Å. The highest occupied orbital energy is -8.4648 eV.

Element x y z (Å)
H -3.961 5.943 -1.170
P -0.849 -2.039 -1.348
H -4.693 3.531 -5.732
H -6.443 4.037 -1.938
H 3.986 -0.588 -0.766
H -4.943 2.470 -7.128
H 1.653 -1.349 -0.809
H -1.906 3.762 3.490
H 0.644 -2.670 1.378
C 0.549 -3.740 1.145
H 5.096 -3.067 -0.629
C 5.118 2.073 1.683
O -1.330 0.568 0.107
H 5.089 -1.048 0.604
Cl 3.840 -2.143 -3.079
H -0.534 -3.949 1.167
C 1.111 -7.122 3.987
O 5.865 1.154 1.434
H 3.220 2.117 2.672
H 1.195 -2.742 -2.812
H 3.962 3.336 0.399
H -2.651 0.075 -2.615
H -2.183 1.897 -4.557
C -2.925 2.567 -6.449
C 1.927 -5.903 4.330
C -6.176 4.867 -2.594
H 1.996 -4.618 -0.175
H -2.572 1.034 1.917
H -2.200 3.668 -4.768
C -1.729 2.801 3.975
H 3.345 -1.109 0.814
C -4.694 4.855 -2.859
H -1.471 -2.391 -0.122
H 3.117 -6.643 5.945
H -3.941 4.167 -0.979
H -3.619 2.482 1.879
H 3.285 -4.083 -1.856
H -0.978 2.682 -5.591
C 2.458 -5.799 5.733
C 1.036 -4.098 -0.305
H -4.678 1.759 -5.525
H 5.648 3.112 -0.101
O -2.485 2.440 -7.570
C 4.157 -1.269 0.079
C -4.408 2.586 -6.186
H -6.714 4.760 -3.534
H -2.742 4.967 -2.011
H -1.531 2.971 5.033
C 4.279 2.083 2.934
H 4.535 2.948 3.548
O 0.510 0.855 -1.708
P -0.929 0.143 -1.290
H 0.226 -7.168 4.624
H 1.712 -8.022 4.124
H -6.463 5.812 -2.129
O 2.146 -5.040 3.508
H 4.471 1.177 3.506
C 4.990 3.252 0.755
C -3.777 4.993 -1.674
H 3.785 -3.422 0.476
C 4.071 -2.763 -0.357
C -2.015 2.714 -5.259
H 1.037 -4.356 1.910
H 1.100 0.768 -0.959
H 5.277 4.168 1.274
C 3.188 -3.012 -1.605
H 0.373 -4.841 -0.772
H 1.631 -5.789 6.445
P 1.338 -2.610 -1.389
O -4.257 4.738 -3.983
O -3.542 1.510 4.798
C -2.943 1.920 3.829
C -3.372 1.573 2.430
H -4.255 0.936 2.472
O -2.011 0.750 -2.382
H -0.862 2.315 3.526
H 3.024 -4.875 5.839
H 0.794 -7.065 2.947

The following is a DFT calculation (wB97M-V/def2-TZVPD) of a 4-piece molecular cluster, C20H46F5O9P overall in a non-equilibrium geometry.

The spin multiplicity is 1. The calculation puts the total energy at -2307.16776 Ha. As for the SMILES: FC(F)(F)C(F)(F)[PH4].COCCOCCOC.COCCOCCOC.COCCOCCOC. Its net charge is 0. Its frontier orbital gap is 0.348 hartree. The value obtained for the maximum force is 2.665 eV/Å. The highest occupied orbital energy is -8.8995 eV.

Element x y z (Å)
C 4.571 -2.061 0.783
H 1.546 -1.989 2.136
F -3.367 4.394 6.778
H -5.247 3.925 4.708
O -0.477 3.703 1.793
H 4.622 -6.324 0.735
H 4.222 -3.769 -0.468
H -1.810 3.775 -0.161
H 2.192 -2.557 -4.830
C 3.123 -1.780 3.530
H -3.040 3.023 -1.149
C -1.862 -1.488 -4.052
H -2.471 -2.116 -4.703
C -0.799 5.057 2.038
H -0.316 5.407 2.956
H -6.026 2.067 4.992
H 3.473 -5.963 2.041
H -0.425 5.644 1.198
H -4.366 -1.854 -6.626
H 5.897 -3.588 0.097
C 5.307 -1.273 4.322
H -2.193 3.247 2.898
O -1.948 -0.122 -4.438
H -4.116 1.803 4.416
C -3.131 3.650 5.672
C -1.529 0.236 -5.749
H 4.851 -1.439 -0.072
O 3.212 -1.738 1.044
H -1.514 1.225 -1.829
H -3.473 -3.351 -6.918
H -0.712 2.370 3.308
F -2.857 4.568 4.668
O 4.436 -2.249 3.790
C 0.741 0.764 -1.054
H 5.150 -0.294 3.859
H 6.330 -1.586 4.107
C -1.301 2.774 2.479
H -2.260 0.912 2.178
C -3.574 -2.310 -7.228
H 1.686 -0.856 -4.574
H -0.961 2.844 -2.313
H 0.121 -1.395 -3.241
O 4.632 -4.393 1.477
H -0.484 -0.028 -5.910
H -2.051 0.178 -7.818
C 1.536 -1.754 -5.182
H 2.603 -3.380 2.165
C 3.934 -5.572 1.132
H 5.212 -1.745 1.607
H -5.002 2.529 6.679
H 3.137 -5.375 0.409
H -2.324 -1.535 -3.062
F -1.797 2.516 7.311
C 2.595 -2.290 2.201
F -1.774 1.564 5.349
H -1.880 5.213 2.103
H 5.184 -1.197 5.407
H -0.517 -3.041 -3.466
H -1.572 1.328 -5.772
P -4.763 2.716 5.290
H 3.084 -0.686 3.536
H -0.851 1.111 1.166
H 2.471 -2.156 4.329
F -0.796 3.441 5.729
H 1.802 -1.510 -6.211
O 0.120 2.007 -0.802
H -3.437 0.058 -6.713
C -2.157 2.813 -0.540
C -1.719 1.639 1.563
C -1.884 2.730 6.036
O 0.188 -2.173 -5.171
C -1.126 2.179 -1.456
C -0.454 -2.041 -3.914
H 1.305 0.803 -1.992
O -2.328 -1.678 -7.024
H -3.849 -2.285 -8.288
H 0.012 -0.053 -1.087
H 1.433 0.562 -0.236
C 4.844 -3.502 0.394
C -2.405 -0.268 -6.881
O -2.621 1.986 0.520

The following is a DFT calculation (wB97M-V/def2-TZVPD) of C20H46LaOP4Se as an isolated structure in a non-equilibrium geometry.

The spin multiplicity is 1. The calculation puts the total energy at -4662.17828 Ha. Its net charge is +3. Its frontier orbital gap (spin up / spin down) is 0.147 / 0.127 hartree. The value obtained for the maximum force is 7.231 eV/Å. The highest occupied orbital energy (spin up / spin down) is -14.7461 / -14.7462 eV.

Element x y z (Å)
C -0.543 -3.701 -8.145
H 0.884 2.252 -4.314
H -0.339 -3.897 3.572
C 2.791 -1.163 -0.965
La 0.057 0.159 0.781
H 0.157 -5.656 -7.592
C -2.746 2.401 -0.333
H 0.814 0.942 -6.417
H -2.383 3.199 0.326
H -4.018 -0.362 -0.910
C 0.091 -0.864 -5.465
H 4.580 -0.404 1.265
P -2.451 0.788 0.283
H 1.268 -3.346 4.091
H 2.485 -0.789 -1.950
H 4.442 1.301 -0.239
H -1.408 -3.056 -8.308
H -3.829 2.428 -0.389
C -0.289 -1.446 -4.249
H 3.863 -1.390 -0.961
H -2.667 -2.001 3.501
H 1.713 3.390 3.725
C 0.624 -0.448 5.135
H 1.386 3.972 0.580
H 3.495 0.324 2.483
O 0.056 -1.231 2.549
H -2.391 -1.739 5.239
H -2.538 -1.378 -0.835
C 0.176 0.653 -3.065
H -3.892 -0.452 1.642
H -4.342 1.256 1.367
H 0.332 0.624 5.065
H 3.143 2.441 0.225
H 0.456 -0.742 6.174
C 0.466 3.950 1.177
C -0.247 -0.712 -3.078
H 1.787 1.606 3.870
H 2.722 2.437 2.599
H -1.198 1.727 3.827
H -1.932 2.916 2.719
Se 0.274 1.808 -1.652
H 0.478 4.757 1.917
H -0.132 -1.049 -0.290
P 2.648 0.073 0.282
C 3.383 1.526 -0.334
C 1.779 2.451 3.158
C 0.517 0.481 -5.482
H -1.705 -5.416 -7.572
H -0.620 -2.487 -4.228
H 2.216 -2.086 -0.757
H -0.382 4.081 0.491
C -2.928 -0.352 -0.980
C -1.004 2.638 3.234
H -0.715 3.451 3.917
C -0.707 -5.004 -7.741
H -0.031 -3.543 5.285
C -3.511 0.586 1.597
H 3.311 -1.396 2.047
H -2.476 -0.338 4.169
H 0.061 -1.444 -6.394
H -3.115 0.844 2.592
H 3.113 1.693 -1.395
H -0.546 -1.167 -2.131
C 0.556 1.213 -4.311
P -0.302 -1.527 3.972
C -2.105 -1.396 4.249
H 0.454 -3.296 -8.328
H -2.306 2.552 -1.345
P 0.370 2.500 2.156
C 3.555 -0.391 1.647
H -2.613 -0.007 -1.973
H 1.721 -0.518 4.947
C 0.186 -3.225 4.275